# C36H46ClF4NO27

8 unconnected molecules or ions with the total composition C36H46ClF4NO27 in a non-equilibrium geometry (ωB97M-V/def2-TZVPD, the Open Molecules 2025 dataset).

For the energy, the calculation gives -118232.08009 eV. The spin multiplicity is 1.

Last column: Löwdin charge in e.
Element x y z (Å)
C -4.94 0.86 2.30  -0.079
C -4.38 0.22 0.88  -0.293
N -4.96 -0.96 0.48  0.089
C -3.23 1.06 0.08  -0.031
C -1.92 0.12 -0.35  -0.213
C -1.51 -1.13 0.67  0.035
C -1.39 -0.73 2.24  -0.192
O -1.74 0.41 2.84  0.024
O -0.74 -1.75 3.13  -0.048
C -1.81 -2.51 3.81  -0.278
C -2.08 -2.18 5.41  0.005
O -2.50 -3.43 3.13  -0.008
O -2.58 -0.68 -1.44  -0.048
C -1.49 -1.15 -2.31  -0.227
O -1.29 -2.29 -2.96  0.055
O -0.57 0.00 -2.28  -0.040
C -0.64 0.92 -1.09  -0.145
C 0.87 0.71 -0.48  -0.106
C 1.14 1.27 1.02  -0.598
C 0.28 2.58 1.48  -0.135
Cl 2.95 1.84 1.02  0.598
C -0.97 2.34 -1.87  -0.130
F -1.45 3.43 -1.01  0.006
F 0.33 2.83 -2.47  0.002
C -2.01 2.20 -3.13  -0.040
F -2.75 3.51 -3.20  -0.054
F -1.26 2.11 -4.42  -0.029
H -5.93 1.48 2.16  0.088
H -5.01 0.03 3.14  0.093
H -4.11 1.63 2.65  0.072
H -5.67 -1.27 1.19  0.054
H -2.89 1.99 0.73  0.117
H -3.71 1.40 -0.95  0.138
H -2.42 -1.90 0.58  0.161
H -0.57 -1.74 0.28  0.145
H -1.07 -2.48 5.96  0.111
H -2.33 -1.03 5.50  0.100
H -2.98 -2.88 5.73  0.094
H 1.04 -0.47 -0.45  0.125
H 1.73 1.12 -1.18  0.135
H 1.11 0.43 1.86  0.114
H -0.88 2.45 1.46  0.059
H 0.52 3.44 0.69  0.097
H 0.72 2.96 2.50  0.099
H -2.84 1.38 -3.01  0.174
C -6.48 -2.78 8.71  -0.138
C -5.29 -3.68 8.64  -0.136
O -4.55 -3.15 7.56  0.044
C -4.90 -1.84 7.43  -0.502
O -4.34 -1.04 6.71  0.113
O -5.98 -1.55 8.22  0.071
H -6.85 -2.66 9.74  0.139
H -7.30 -3.11 8.07  0.138
H -4.68 -3.64 9.54  0.138
H -5.57 -4.72 8.44  0.139
C -4.07 3.76 -6.72  -0.150
C -4.53 4.87 -5.84  -0.140
O -5.59 5.45 -6.57  0.067
C -6.06 4.48 -7.42  -0.513
O -7.08 4.58 -8.08  0.134
O -5.24 3.39 -7.43  0.065
H -3.68 2.91 -6.15  0.125
H -3.31 4.08 -7.44  0.127
H -4.92 4.51 -4.88  0.132
H -3.75 5.61 -5.65  0.142
C -1.50 2.20 -8.66  -0.147
C -0.31 1.30 -8.74  -0.136
O 0.43 1.82 -9.82  0.065
C 0.07 3.14 -9.95  -0.513
O 0.64 3.94 -10.67  0.135
O -1.00 3.43 -9.16  0.060
H -1.87 2.32 -7.64  0.112
H -2.32 1.87 -9.31  0.143
H 0.30 1.33 -7.84  0.138
H -0.59 0.26 -8.94  0.139
C 6.39 5.97 0.94  -0.144
C 6.84 4.58 0.64  -0.150
O 6.18 3.80 1.62  0.052
C 5.08 4.52 2.02  -0.529
O 4.20 4.08 2.73  0.082
O 5.11 5.78 1.51  0.060
H 6.32 6.59 0.04  0.135
H 7.04 6.47 1.67  0.133
H 6.52 4.24 -0.35  0.124
H 7.92 4.46 0.71  0.139
C 8.56 1.46 -2.72  -0.142
C 7.47 0.63 -3.33  -0.141
O 6.61 0.39 -2.23  0.073
C 6.82 1.38 -1.33  -0.503
O 6.12 1.58 -0.35  0.128
O 7.91 2.14 -1.67  0.048
H 8.99 2.17 -3.43  0.136
H 9.37 0.85 -2.30  0.136
H 6.92 1.17 -4.10  0.137
H 7.85 -0.31 -3.74  0.138
C 1.26 -3.67 1.58  -0.139
C 2.44 -4.58 1.50  -0.147
O 3.19 -4.05 0.42  0.082
C 2.83 -2.74 0.30  -0.508
O 3.40 -1.93 -0.42  0.135
O 1.76 -2.44 1.08  0.023
H 0.89 -3.56 2.60  0.125
H 0.44 -4.01 0.93  0.140
H 3.06 -4.54 2.41  0.138
H 2.16 -5.62 1.31  0.116
C 3.22 -8.21 5.23  -0.138
C 1.84 -7.67 5.05  -0.137
O 1.93 -6.94 3.85  0.058
C 2.98 -7.46 3.14  -0.497
O 3.24 -7.17 1.99  0.122
O 3.70 -8.33 3.90  0.073
H 3.22 -9.18 5.73  0.139
H 3.87 -7.52 5.78  0.138
H 1.09 -8.47 4.93  0.138
H 1.53 -7.03 5.88  0.138

***

# C36H46F3Zr

A molecular structure, C36H46F3Zr in a non-equilibrium geometry (ωB97M-V/def2-TZVPD, the Open Molecules 2025 dataset).

The total charge is -1. For the energy, the calculation gives -47509.00277 eV. The spin multiplicity is 1.

Last column: Löwdin charge in e.
Element x y z (Å)
C -1.62 -3.49 -4.22  -0.036
C -1.86 -2.91 -2.87  -0.295
C -2.90 -1.99 -2.54  -0.278
C -3.90 -1.40 -3.47  -0.034
C -2.94 -1.83 -1.13  -0.260
C -4.14 -1.32 -0.40  -0.050
C -1.86 -2.62 -0.55  -0.326
C -1.76 -3.04 0.88  -0.042
C -1.21 -3.32 -1.65  -0.348
C -0.15 -4.36 -1.51  -0.040
Zr -0.44 -1.07 -1.76  1.706
C 2.36 -1.59 -1.33  -0.176
C -0.66 -0.08 -3.71  -0.248
C 0.60 2.00 -1.61  -0.226
C 1.00 3.01 -2.63  -0.040
C -0.72 1.80 -1.12  -0.235
C -1.92 2.63 -1.34  -0.026
C -0.69 0.70 -0.18  -0.354
C -1.68 0.52 0.91  -0.026
C 0.68 0.23 -0.11  -0.398
C 1.06 -0.86 0.80  -0.129
C 1.46 1.05 -0.99  -0.231
C 2.92 1.01 -1.19  -0.094
H -2.57 -3.67 -4.75  0.083
H -1.01 -2.82 -4.84  0.068
H -1.08 -4.44 -4.13  0.070
H -4.92 -1.54 -3.09  0.079
H -3.75 -0.31 -3.59  0.076
H -3.83 -1.85 -4.46  0.074
H -5.04 -1.83 -0.77  0.089
H -4.06 -1.50 0.68  0.074
H -4.28 -0.23 -0.58  0.086
H -1.91 -4.12 0.95  0.086
H -0.78 -2.82 1.33  0.064
H -1.37 -0.22 1.64  0.086
H -0.39 -5.02 -0.66  0.084
H -0.07 -4.95 -2.43  0.072
H 0.84 -3.91 -1.31  0.049
H 2.75 -1.17 -2.29  -0.030
H 3.18 -1.63 -0.62  -0.007
H 2.11 -2.62 -1.64  -0.073
H -1.66 0.42 -3.76  0.002
H 0.08 0.71 -3.88  -0.016
H -0.62 -0.78 -4.56  -0.017
H 2.07 3.27 -2.53  0.073
H 0.84 2.65 -3.66  0.070
H 0.43 3.95 -2.52  0.075
H -1.73 3.45 -2.05  0.075
H -2.77 2.04 -1.73  0.077
H -2.26 3.08 -0.39  0.078
H -1.81 1.46 1.46  0.064
H -2.66 0.22 0.53  0.045
H -2.51 -2.54 1.50  0.075
H 2.13 -1.12 0.79  0.066
H 0.80 -0.65 1.85  0.070
H 0.49 -1.80 0.57  0.050
H 3.44 0.38 -0.47  0.065
H 3.16 0.63 -2.19  0.071
H 3.37 2.00 -1.16  0.082
F -3.45 2.37 3.24  0.099
C -2.64 3.46 3.12  -0.555
F -3.04 4.12 1.98  0.081
F -2.89 4.28 4.17  0.104
C -1.20 3.05 3.02  -0.221
C -0.38 3.72 2.11  -0.060
C 0.85 3.17 1.80  -0.043
C 1.33 1.95 2.38  -0.205
C 2.47 1.28 1.78  -0.130
C 3.43 0.59 2.61  -0.238
C 4.78 1.02 2.57  -0.058
C 5.64 0.68 3.61  -0.124
C 5.20 -0.18 4.63  -0.145
C 3.94 -0.79 4.55  -0.117
C 3.05 -0.41 3.54  -0.078
C 0.56 1.45 3.48  -0.043
C -0.68 2.00 3.80  -0.051
H -0.68 4.68 1.67  0.119
H 1.48 3.68 1.06  0.105
H 2.94 1.91 1.01  0.077
H 5.10 1.68 1.76  0.102
H 6.66 1.08 3.62  0.086
H 5.88 -0.43 5.46  0.079
H 3.65 -1.56 5.26  0.087
H 2.05 -0.86 3.47  0.085
H 0.92 0.62 4.10  0.084
H -1.23 1.66 4.68  0.113

***

# C36H46F5NO3ReS2Si3

A molecular structure, C36H46F5NO3ReS2Si3 (ωB97M-V/def2-TZVPD, the Open Molecules 2025 dataset).

The total charge is +2. As for the expectation value of S²: 3.77. For the energy, the calculation gives -106720.04067 eV. The spin multiplicity is 4.

Last column: Mulliken spin population.
Element x y z (Å)
Re -0.46 0.39 -0.03  2.244
C -0.02 -3.68 0.30  -0.008
Si -1.37 -2.71 1.14  0.063
C -0.79 -2.29 2.89  0.001
C -2.86 -3.81 1.45  0.002
C -1.86 -1.15 0.10  -0.084
Si -2.31 -1.76 -1.71  0.062
C -3.30 -0.44 -2.62  0.004
C -3.39 -3.29 -1.75  0.003
C -0.76 -2.29 -2.63  -0.016
Si -3.40 -0.42 0.93  0.081
C -5.07 -1.11 0.48  0.006
C -3.30 -0.27 2.80  0.006
C -3.28 1.40 0.44  0.011
C -4.32 2.32 0.41  -0.005
C -4.06 3.67 0.22  0.017
C -2.74 4.08 0.08  -0.018
C -1.74 3.14 0.10  -0.005
N -2.00 1.82 0.26  -0.023
H 0.32 -4.48 0.97  -0.001
H 0.84 -3.06 0.05  0.004
H -0.36 -4.16 -0.62  -0.001
H 0.16 -2.77 3.10  0.000
H -1.52 -2.67 3.61  0.000
H -0.70 -1.22 3.07  -0.001
H -2.49 -4.64 2.06  0.000
H -3.33 -4.23 0.57  0.000
H -3.62 -3.31 2.05  -0.001
H -4.37 -0.63 -2.53  0.002
H -3.05 -0.49 -3.68  -0.002
H -3.10 0.59 -2.29  0.001
H -4.36 -3.20 -1.26  -0.001
H -2.89 -4.19 -1.40  0.000
H -3.59 -3.44 -2.82  0.000
H 0.15 -1.87 -2.20  0.017
H -0.82 -1.98 -3.67  0.006
H -0.68 -3.38 -2.62  -0.002
H -5.09 -2.20 0.55  0.000
H -5.39 -0.84 -0.52  -0.001
H -5.81 -0.73 1.19  0.000
H -3.35 -1.23 3.31  0.000
H -4.15 0.33 3.13  0.000
H -2.39 0.25 3.13  -0.005
H -5.33 1.97 0.54  0.000
H -4.86 4.39 0.19  0.000
H -2.48 5.12 -0.05  0.000
H -0.70 3.42 -0.01  0.028
O 0.47 0.81 1.76  0.177
S 0.52 1.03 3.29  0.022
C 1.81 -0.13 3.88  0.005
C 2.43 -0.97 2.77  0.009
C 3.58 -0.31 2.01  -0.007
C 3.77 -0.89 0.61  0.002
S 2.72 -0.07 -0.60  0.025
O 1.30 -0.69 -0.41  0.131
C 3.29 -0.80 -2.10  -0.001
C 2.84 -2.03 -2.53  -0.001
C 3.33 -2.54 -3.72  0.000
C 4.27 -1.82 -4.45  0.000
C 4.73 -0.59 -4.00  0.000
C 4.23 -0.06 -2.82  0.000
C 1.32 2.61 3.44  0.000
C 2.04 3.16 2.40  0.005
C 2.65 4.39 2.60  -0.001
C 2.54 5.04 3.83  0.000
C 1.80 4.46 4.86  0.000
C 1.17 3.24 4.67  0.001
H 1.28 -0.76 4.59  0.000
H 2.54 0.48 4.41  0.000
H 1.65 -1.28 2.07  -0.001
H 2.79 -1.89 3.23  -0.001
H 4.51 -0.45 2.56  -0.001
H 3.44 0.77 1.94  0.001
H 3.59 -1.96 0.55  0.000
H 4.78 -0.69 0.22  -0.002
H 2.10 -2.58 -1.96  0.003
H 2.98 -3.50 -4.08  0.000
H 4.65 -2.23 -5.38  0.000
H 5.46 -0.04 -4.57  0.000
H 4.57 0.91 -2.46  0.000
H 2.12 2.66 1.45  -0.010
H 3.21 4.85 1.80  0.000
H 3.02 5.99 3.98  0.000
H 1.70 4.97 5.81  0.000
H 0.58 2.80 5.46  0.000
F 3.09 3.17 -4.97  0.001
C 2.15 2.59 -4.25  0.012
C 1.26 1.71 -4.84  -0.005
F 1.34 1.48 -6.14  0.000
C 0.29 1.06 -4.09  0.000
F -0.56 0.24 -4.70  0.001
C 0.20 1.25 -2.71  0.049
O -0.72 0.63 -1.96  0.130
C 1.10 2.16 -2.17  0.010
F 1.03 2.36 -0.81  0.065
C 2.06 2.83 -2.89  -0.003
F 2.92 3.63 -2.28  0.000

***

# C36H46GeN12O4PSSe2Ti

A molecular structure, C36H46GeN12O4PSSe2Ti (ωB97M-V/def2-TZVPD, the Open Molecules 2025 dataset).

The total charge is +1. For the energy, the calculation gives -294592.87588 eV. The spin multiplicity is 1.

Last column: Löwdin charge in e.
Element x y z (Å)
Ti 1.41 -0.61 -0.02  0.437
Se -0.11 1.40 0.64  0.468
P -0.71 0.30 2.43  0.249
Se -0.21 -1.79 2.28  0.396
C -2.50 0.53 2.59  -0.410
C -2.98 1.82 2.81  -0.090
C -4.35 2.04 2.90  -0.065
C -5.23 0.98 2.76  -0.072
C -4.75 -0.31 2.54  -0.075
C -3.39 -0.54 2.45  -0.115
C 0.04 1.05 3.90  -0.411
C -0.06 0.36 5.11  -0.094
C 0.54 0.88 6.24  -0.069
C 1.24 2.08 6.18  -0.068
C 1.34 2.76 4.97  -0.072
C 0.74 2.25 3.83  -0.118
H -2.29 2.65 2.91  0.111
H -4.72 3.04 3.07  0.113
H -6.30 1.15 2.84  0.110
H -5.44 -1.14 2.44  0.109
H -3.01 -1.54 2.29  0.059
H -0.60 -0.58 5.16  0.098
H 0.47 0.34 7.18  0.113
H 1.71 2.47 7.06  0.112
H 1.87 3.70 4.92  0.111
H 0.82 2.77 2.89  0.064
C -3.92 1.42 -1.09  -0.099
C -5.30 1.85 -1.54  -0.281
S -5.29 2.86 -3.02  0.665
O -4.30 3.89 -2.84  -0.289
O -6.65 3.20 -3.32  -0.302
C -4.70 1.76 -4.34  -0.179
C -3.42 2.22 -5.02  -0.122
N -2.23 2.08 -4.19  0.059
C -1.73 0.90 -3.71  -0.352
N -0.83 1.09 -2.77  0.126
C -0.71 2.44 -2.63  -0.089
C -1.56 3.06 -3.48  -0.166
N -1.65 4.47 -3.72  -0.346
O -1.20 5.19 -2.85  0.104
O -2.14 4.85 -4.76  0.088
C -2.17 -0.43 -4.21  0.005
H -3.99 0.95 -0.11  0.064
H -3.25 2.28 -1.01  0.081
H -3.47 0.71 -1.78  0.051
H -5.79 2.50 -0.82  0.109
H -5.97 1.01 -1.74  0.107
H -5.52 1.75 -5.06  0.111
H -4.61 0.76 -3.92  0.086
H -3.49 3.26 -5.32  0.115
H -3.27 1.63 -5.93  0.131
H -0.02 2.91 -1.94  0.091
H -2.46 -0.40 -5.26  0.087
H -3.00 -0.83 -3.63  0.072
H -1.33 -1.12 -4.10  0.083
N 2.43 -4.12 3.43  0.212
C 3.22 -4.79 2.59  -0.468
N 3.81 -5.91 3.02  0.195
N 3.46 -4.44 1.33  0.144
C 3.02 -3.30 0.90  -0.285
N 2.67 -2.29 0.45  0.113
H 2.30 -4.41 4.38  0.128
H 1.88 -3.32 3.12  0.012
H 3.69 -6.27 3.95  0.123
H 4.43 -6.38 2.39  0.127
N 3.83 -0.83 6.13  0.182
C 3.82 -0.31 5.10  -0.173
C 3.77 0.33 3.82  -0.193
C 4.51 1.47 3.53  0.014
C 4.39 2.02 2.26  -0.012
C 3.56 1.40 1.34  -0.116
N 2.85 0.30 1.62  -0.011
C 2.96 -0.22 2.84  -0.110
H 5.15 1.92 4.28  0.133
H 4.94 2.90 1.98  0.121
H 3.44 1.80 0.34  0.109
H 2.35 -1.08 3.05  0.046
N 0.03 -5.09 -2.58  0.147
C -0.46 -3.93 -2.06  -0.355
C 0.39 -2.86 -1.72  -0.059
N -0.08 -1.77 -1.14  -0.039
C -1.40 -1.66 -0.95  -0.187
C -2.22 -2.71 -1.31  -0.107
N -1.77 -3.84 -1.85  0.144
H 0.96 -5.11 -2.95  0.101
H -0.64 -5.73 -2.96  0.107
H 1.46 -2.92 -1.91  0.085
H -1.77 -0.75 -0.50  0.061
H -3.29 -2.64 -1.15  0.118
C 3.92 -2.40 -2.80  -0.227
Ge 3.92 -0.48 -2.38  0.730
C 4.01 0.49 -4.08  -0.220
C 5.49 -0.09 -1.28  -0.220
C 2.30 0.07 -1.43  -0.394
H 4.88 -2.65 -3.27  0.026
H 3.14 -2.65 -3.53  0.015
H 3.81 -3.03 -1.92  -0.008
H 4.86 0.14 -4.67  0.022
H 4.13 1.56 -3.91  0.021
H 3.10 0.34 -4.66  0.020
H 6.39 -0.50 -1.75  0.023
H 5.39 -0.54 -0.29  0.008
H 5.63 0.99 -1.16  0.017
H 1.83 0.96 -1.87  -0.021